Record 1
DFT (ωB97M-V with the def2-TZVPD basis set) results for a molecular structure, C28H72F12MgN2O20S4.

Properties
* total charge: 0
* relative energy (zero: lowest compared OMol25 entry of this formula, charge and spin): 1114.0 kJ/mol
* multiplicity: 1

Atoms and positions in Å:
Mg1 0.4153 0.8350 -4.0136
C1 -10.1795 3.1849 -4.9396
F1 -10.7756 2.4740 -3.9762
F2 -11.1919 3.9100 -5.4670
F3 -9.3080 4.0574 -4.3102
S1 -9.4066 1.9552 -6.0808
O1 -10.4868 1.0021 -6.4287
O2 -8.9390 2.7680 -7.2126
N1 -7.9498 1.3910 -5.2478
S2 -8.4961 0.0084 -4.6855
O3 -9.6915 0.0750 -3.8302
O4 -8.4585 -0.9959 -5.7403
C2 -7.1319 -0.5156 -3.3813
F4 -6.5654 0.5437 -2.7294
F5 -7.6777 -1.3360 -2.4959
F6 -6.2187 -1.2456 -4.0000
C3 -0.9414 1.5962 0.6857
F7 -2.0258 1.1343 0.1395
F8 -0.5162 2.7597 0.0384
F9 -1.1765 1.7903 1.9987
S3 0.4781 0.2191 0.3774
O5 1.7615 0.9135 0.4379
O6 0.3496 -0.7200 1.4911
N2 0.0891 -0.3122 -1.2522
S4 -0.6598 -1.6387 -0.9396
O7 -1.7627 -1.4912 0.0353
O8 -1.0558 -2.2456 -2.2139
C4 0.6883 -2.8384 -0.0718
F10 0.0880 -3.1955 1.0819
F11 0.8774 -3.9235 -0.8245
F12 1.8709 -2.2464 0.1469
C5 -2.0347 7.3272 3.8010
C6 -3.3288 7.8974 3.1890
O9 -4.3697 6.9874 3.4793
H1 -1.1203 7.9197 3.8339
H2 -1.7190 6.4022 3.3184
H3 -2.2204 7.0365 4.8349
H4 -3.0378 8.1136 2.1610
H5 -3.4708 8.8529 3.6939
H6 -4.3837 6.9466 4.4383
C7 4.3802 4.5456 -4.0018
C8 3.4959 3.5063 -3.2051
O10 2.1490 3.5045 -3.7273
H7 4.1817 5.5531 -3.6363
H8 4.3513 4.5665 -5.0912
H9 5.4270 4.5488 -3.6980
H10 3.4106 3.8439 -2.1722
H11 3.9022 2.4952 -3.2285
H12 1.8063 4.3998 -3.7797
C9 4.1021 -1.2976 5.2906
C10 4.3017 0.1186 4.5919
O11 5.6818 0.3716 4.8928
H13 3.0299 -1.4640 5.3947
H14 4.4272 -1.3274 6.3306
H15 4.6273 -2.1157 4.7978
H16 3.6206 0.8860 4.9598
H17 4.3055 0.1172 3.5020
H18 6.0805 0.9368 4.2271
C11 5.4355 5.0175 2.5122
C12 6.9015 4.7783 2.1820
O12 7.5800 3.7875 3.0353
H19 5.4246 5.4913 3.4938
H20 4.8337 4.1110 2.5770
H21 4.9584 5.6221 1.7410
H22 7.3248 5.7683 2.3518
H23 7.0596 4.6058 1.1174
H24 8.5162 3.7710 2.8237
C13 -1.0992 -5.0748 6.5836
C14 -2.2690 -5.7172 7.2831
O13 -1.6894 -6.5537 8.2477
H25 -0.4435 -4.5344 7.2664
H26 -1.3816 -4.5852 5.6515
H27 -0.3832 -5.7518 6.1176
H28 -2.6611 -6.3847 6.5158
H29 -3.0358 -5.1066 7.7598
H30 -1.1146 -7.1999 7.8309
C15 -5.0717 6.9674 -3.1753
C16 -4.4011 5.5535 -3.3145
O14 -5.2462 4.5449 -3.8165
H31 -6.0884 6.6169 -2.9972
H32 -5.1298 7.5344 -4.1044
H33 -4.7139 7.5453 -2.3232
H34 -3.9929 5.0833 -2.4199
H35 -3.6126 5.7351 -4.0449
H36 -5.9891 4.5257 -3.2087
C17 -1.5352 -7.6352 -5.1762
C18 -1.1451 -7.5072 -6.6225
O15 -0.9226 -6.1333 -6.9909
H37 -1.8382 -8.6335 -4.8603
H38 -2.3824 -6.9885 -4.9479
H39 -0.7219 -7.4394 -4.4773
H40 -2.0644 -7.8828 -7.0718
H41 -0.2610 -8.1225 -6.7900
H42 -1.5956 -5.8464 -7.6124
C19 7.7607 0.0831 -0.5959
C20 7.5306 -0.8873 0.6052
O16 8.3686 -2.0430 0.4826
H43 6.9719 0.8340 -0.5498
H44 7.9540 -0.4163 -1.5453
H45 8.6227 0.7037 -0.3511
H46 6.5305 -1.3184 0.5617
H47 7.6233 -0.3456 1.5465
H48 8.0238 -2.7678 1.0093
C21 0.7170 -10.0619 0.7128
C22 1.3231 -9.3801 1.9869
O17 2.6904 -9.4028 1.8315
H49 -0.3624 -9.9143 0.6785
H50 0.9339 -11.1299 0.7330
H51 1.0532 -9.5770 -0.2037
H52 1.0828 -9.8392 2.9459
H53 1.0253 -8.3376 2.0985
H54 3.0159 -9.6721 2.6936
C23 -3.9711 -0.9812 4.8232
C24 -5.2192 -0.2315 4.3959
O18 -6.0839 0.0095 5.4881
H55 -3.5945 -1.6319 4.0340
H56 -4.3341 -1.6999 5.5580
H57 -3.1764 -0.3585 5.2340
H58 -5.7370 -0.8774 3.6869
H59 -4.8978 0.6917 3.9137
H60 -6.6927 -0.7213 5.6183
C25 1.3263 7.8007 -1.2664
C26 0.2238 7.6621 -2.3406
O19 0.8082 7.1358 -3.4801
H61 0.9570 8.1034 -0.2866
H62 2.1023 8.4686 -1.6402
H63 1.7373 6.7932 -1.2026
H64 -0.2561 8.6167 -2.5562
H65 -0.5247 6.9865 -1.9266
H66 1.2752 7.8387 -3.9377
C27 6.7235 -6.0009 -1.6585
C28 5.5689 -6.5971 -0.9514
O20 5.7044 -7.9643 -0.8225
H67 6.9751 -6.4880 -2.6006
H68 7.6458 -5.9239 -1.0826
H69 6.5977 -4.9399 -1.8744
H70 4.6424 -6.4500 -1.5063
H71 5.4676 -6.0972 0.0119
H72 5.0226 -8.2193 -0.1967

Mulliken atomic charge list, values in e, 99 entries: 1.332 0.659 -0.211 -0.203 -0.240 1.018 -0.523 -0.656 -0.371 1.036 -0.533 -0.575 0.613 -0.215 -0.219 -0.216 0.702 -0.188 -0.200 -0.202 0.548 -0.530 -0.502 -0.130 0.866 -0.521 -0.733 0.656 -0.184 -0.211 -0.174 -1.010 -0.199 -0.493 0.326 0.220 0.338 0.283 0.229 0.307 -1.138 -0.111 -0.379 0.302 0.321 0.361 0.210 0.303 0.208 -1.088 0.009 -0.531 0.315 0.332 0.292 0.217 0.181 0.272 -0.943 -0.210 -0.508 0.285 0.243 0.305 0.248 0.304 0.285 -1.077 -0.125 -0.548 0.324 0.305 0.329 0.214 0.274 0.305 -0.842 -0.228 -0.469 0.234 0.283 0.291 0.275 0.188 0.264 -1.000 -0.147 -0.526 0.339 0.279 0.268 0.247 0.228 0.314 -1.036 0.015 -0.558 0.295 0.332

Record 2
DFT (ωB97M-V with the def2-TZVPD basis set) results for 6 unconnected molecules or ions with the total composition C28H74F6N5O4P.

Properties
* total charge: +3
* multiplicity: 2

Atoms and positions in Å:
P1 1.6607 0.0288 0.3241
F1 1.9557 0.9599 1.6693
F2 2.8660 -0.9647 0.7498
F3 0.5076 -0.9732 0.9426
F4 1.3713 -0.7616 -1.1349
F5 0.6218 1.1400 -0.2169
F6 2.8680 0.9795 -0.3945
C1 1.3225 5.1742 4.9620
N1 1.4873 4.1611 3.8487
C2 1.5187 4.9364 2.4728
C3 2.7987 3.3686 4.0993
C4 0.2882 3.1353 3.8373
C5 -0.2120 2.5337 5.1792
O1 0.8061 1.9176 5.9039
H1 2.2958 5.6597 5.0321
H2 1.2463 4.6541 5.9169
H3 0.4949 5.8185 4.6652
H4 0.5257 5.3858 2.4704
H5 1.6440 4.1475 1.7311
H6 2.2869 5.7006 2.3543
H7 2.8515 2.9587 5.1080
H8 3.5159 4.1894 4.1001
H9 2.8873 2.5466 3.3890
H10 0.6244 2.3927 3.1136
H11 -0.5428 3.6560 3.3614
H12 -1.0496 1.8721 4.9582
H13 -0.6865 3.3250 5.7596
H14 0.3756 1.5287 6.6688
C6 1.1048 -4.3394 -2.7636
N2 -0.2150 -4.2969 -1.9486
C7 -1.1872 -3.6988 -2.9205
C8 -0.5385 -5.7190 -1.6759
C9 -0.1080 -3.5218 -0.6291
C10 -1.0389 -3.8526 0.5743
O2 -2.4204 -3.6256 0.2578
H15 1.8808 -4.1269 -2.0282
H16 1.2924 -3.6122 -3.5536
H17 1.2184 -5.3200 -3.2257
H18 -2.1453 -3.5005 -2.4401
H19 -1.2473 -4.3932 -3.7585
H20 -0.7346 -2.7515 -3.2135
H21 -0.5425 -6.4407 -2.4927
H22 -1.5108 -5.7831 -1.1876
H23 0.1549 -6.0709 -0.9121
H24 -0.1996 -2.4644 -0.8772
H25 0.9295 -3.4646 -0.2999
H26 -0.8169 -3.2180 1.4322
H27 -0.7749 -4.8060 1.0319
H28 -2.8924 -4.3262 0.7137
C11 -2.7428 0.7131 1.1639
N3 -3.9012 0.0061 0.3571
C12 -4.8410 1.2037 -0.0492
C13 -3.2782 -0.5095 -1.0098
C14 -4.5954 -1.1309 1.1551
C15 -5.9534 -1.7192 0.5917
O3 -6.9921 -0.8461 0.7114
H29 -3.0984 1.3694 1.9582
H30 -2.1110 1.2836 0.4831
H31 -2.1578 -0.1369 1.5149
H32 -5.6858 0.8212 -0.6221
H33 -4.3296 1.9962 -0.5955
H34 -5.1757 1.7002 0.8617
H35 -3.9341 -1.2067 -1.5311
H36 -2.3868 -1.1124 -0.8366
H37 -3.0102 0.2884 -1.7024
H38 -4.7333 -0.5238 2.0498
H39 -3.8061 -1.8650 1.3166
H40 -6.2316 -2.6257 1.1292
H41 -5.9193 -2.0646 -0.4415
H42 -7.4686 -0.6578 -0.1004
C16 1.1067 -2.6757 3.6106
N4 2.1932 -2.1520 4.6867
C17 3.5782 -2.6362 4.2204
C18 2.0140 -0.6305 4.6890
C19 1.7534 -2.6914 6.0840
C20 2.4143 -2.0602 7.2612
O4 3.7640 -2.3416 7.4522
H43 0.1621 -2.1345 3.6649
H44 1.0685 -3.7636 3.5540
H45 1.4379 -2.4151 2.6054
H46 4.2650 -2.0693 4.8490
H47 3.6524 -2.4373 3.1513
H48 3.6672 -3.7168 4.3322
H49 1.0699 -0.4600 5.2064
H50 2.0318 -0.1694 3.7015
H51 2.8845 -0.1531 5.1389
H52 2.0762 -3.7297 6.0084
H53 0.6673 -2.6311 6.0142
H54 1.9933 -2.6208 8.0959
H55 2.1270 -1.0203 7.4167
H56 4.0174 -3.2673 7.4711
C21 0.9911 4.0140 -9.6676
C22 0.4469 2.9487 -8.7021
C23 0.9308 3.2264 -7.2731
N5 0.4776 2.1908 -6.1399
C24 -1.0878 2.1283 -6.0240
C25 1.0063 2.6394 -4.7882
C26 1.3340 1.3667 -4.0034
C27 1.1055 0.1882 -4.9414
C28 1.1795 0.8164 -6.3077
H57 0.5199 4.1904 -10.6346
H58 2.0539 3.8692 -9.8611
H59 0.8601 4.9285 -9.0891
H60 0.7421 1.9732 -9.0887
H61 -0.6369 3.0640 -8.7180
H62 0.7371 4.2566 -6.9745
H63 2.0073 3.0557 -7.2836
H64 -1.4751 1.3674 -5.3464
H65 -1.5018 1.7808 -6.9706
H66 -1.4792 3.1301 -5.8473
H67 0.1668 3.0236 -4.2087
H68 1.8508 3.3077 -4.9564
H69 0.8376 1.3143 -3.0344
H70 2.3865 1.4130 -3.7237
H71 0.0715 -0.0752 -4.7186
H72 1.6884 -0.6803 -4.6349
H73 0.4685 0.2761 -6.9326
H74 2.1884 0.9398 -6.7015

Mulliken atomic charge list, values in e, 99 entries: 1.660 -0.501 -0.398 -0.291 -0.434 -0.423 -0.397 -0.925 0.031 -0.723 -0.650 -0.246 -1.016 -0.321 0.421 0.363 0.366 0.401 0.269 0.319 0.330 0.463 0.125 0.074 0.336 0.606 0.475 0.241 -0.733 0.747 -0.891 -1.068 -0.336 -0.473 -0.004 0.345 0.302 0.307 0.242 0.451 0.213 0.414 0.313 0.468 -0.017 0.022 0.012 0.467 0.111 -1.066 1.361 -1.006 -1.320 -0.752 -0.561 -0.545 0.384 0.171 -0.013 0.315 0.391 0.332 0.357 0.340 0.290 0.301 0.310 0.411 0.305 0.349 -1.181 0.918 -0.803 -0.815 -0.591 -0.743 -0.530 0.316 0.463 -0.152 0.416 0.190 0.345 0.363 0.026 0.406 0.437 0.476 0.458 0.295 0.355 -1.303 -0.222 -0.885 0.363 -1.037 -0.648 -0.155 -0.581

Record 3
DFT (ωB97M-V with the def2-TZVPD basis set) results for a molecular structure, C28H76CaNO29PS8.

Properties
* total charge: 0
* relative energy (zero: lowest compared OMol25 entry of this formula, charge and spin): 1879.1 kJ/mol
* multiplicity: 1

Atoms and positions in Å:
Ca1 0.3664 2.7014 2.4300
C1 1.3492 -8.2021 0.7703
C2 1.0455 -7.3630 2.0890
C3 1.4006 -8.0577 3.4221
O1 1.2640 -7.0465 4.3797
C4 0.5302 -7.6375 5.4775
N1 1.6766 -5.9835 1.8891
H1 1.2742 -5.5423 1.0745
H2 1.3749 -5.2778 2.5457
H3 2.6844 -5.9287 1.9251
H4 1.1544 -7.6381 -0.1418
H5 0.9016 -9.1958 0.7881
H6 2.4033 -8.3955 0.5717
H7 -0.0030 -7.0699 2.0351
H8 2.4277 -8.4154 3.4954
H9 0.6846 -8.8750 3.5087
H10 0.9980 -8.5448 5.8598
H11 -0.5133 -7.6567 5.1632
H12 0.5192 -6.9967 6.3592
P1 0.1938 -0.3687 0.0487
O2 -1.0632 0.1646 0.8415
O3 1.0601 -0.5824 1.3328
O4 0.6534 1.0315 -0.4669
O5 0.0411 -1.6100 -0.9054
O6 3.2829 8.0006 -0.2349
S1 2.2505 7.1905 -0.8893
O7 1.1942 6.4622 -0.1370
O8 1.4008 8.1539 -1.9216
C5 0.4125 7.5832 -2.7354
C6 -0.8993 7.5643 -1.8934
C7 3.0468 5.9865 -2.0421
H13 0.6383 6.6469 -3.2456
H14 0.2912 8.1211 -3.6757
H15 -1.7635 7.8013 -2.5139
H16 -0.8246 8.2318 -1.0350
H17 -1.1664 6.5285 -1.6840
H18 3.3373 6.5676 -2.9173
H19 2.4179 5.1763 -2.4112
H20 3.9398 5.5517 -1.5931
O9 -8.4334 -3.1144 -0.0365
S2 -7.7125 -2.9526 -1.2839
O10 -7.7118 -3.8932 -2.4150
O11 -8.0656 -1.4679 -1.9772
C8 -8.9502 -0.4828 -1.4706
C9 -9.7952 -0.0361 -2.5970
C10 -5.9104 -2.5599 -0.7986
H21 -8.3633 0.3152 -1.0157
H22 -9.6431 -0.8505 -0.7137
H23 -10.4152 -0.7911 -3.0804
H24 -9.1556 0.2451 -3.4336
H25 -10.3907 0.8518 -2.3850
H26 -6.0716 -1.5425 -0.4423
H27 -5.3729 -2.4025 -1.7338
H28 -5.5149 -3.2924 -0.0949
O12 -4.1565 3.7346 -6.3791
S3 -3.2433 2.6198 -6.1877
O13 -3.3554 1.3166 -6.8909
O14 -1.6881 3.1449 -6.4014
C11 -0.6388 2.2486 -6.5588
C12 0.0054 2.4943 -7.9481
C13 -3.0938 2.0784 -4.3584
H29 -0.9840 1.2389 -6.3361
H30 0.1868 2.3992 -5.8632
H31 0.9974 2.0456 -7.8966
H32 0.1463 3.5526 -8.1682
H33 -0.7040 2.1370 -8.6945
H34 -2.2575 1.3793 -4.3501
H35 -4.0098 1.5726 -4.0532
H36 -2.7673 2.9150 -3.7407
O15 -6.5578 5.1104 1.0002
S4 -6.0055 4.9255 2.3483
O16 -4.5459 4.9362 2.5673
O17 -6.6924 6.1938 3.2235
C14 -8.0636 6.4000 3.0965
C15 -8.5606 7.6088 3.8776
C16 -6.7617 3.4988 3.3311
H37 -8.6520 5.5600 3.4655
H38 -8.4313 6.4135 2.0705
H39 -8.0847 7.6081 4.8582
H40 -9.6265 7.6086 4.1056
H41 -8.2946 8.5189 3.3400
H42 -6.7627 3.6140 4.4150
H43 -6.1993 2.6351 2.9764
H44 -7.7871 3.3117 3.0121
O18 5.0619 3.4464 4.2657
S5 6.5360 3.2776 4.2516
O19 7.4576 3.8936 3.2763
O20 7.0749 3.5995 5.7800
C17 7.7990 4.7920 5.8682
C18 8.3712 4.8109 7.2615
C19 6.9130 1.4703 4.2030
H45 7.2190 5.7039 5.7263
H46 8.5399 4.7540 5.0697
H47 7.6560 4.5710 8.0482
H48 9.0573 5.6301 7.4770
H49 9.0145 3.9566 7.4722
H50 7.9111 1.3364 4.6199
H51 6.9234 0.9951 3.2221
H52 6.1649 1.0361 4.8663
O21 6.9732 0.6551 -5.8135
S6 6.8139 -0.7517 -5.4703
O22 6.3045 -1.6419 -6.5433
O23 8.2844 -1.3560 -4.8612
C20 8.6417 -2.7338 -5.0188
C21 10.0958 -2.9705 -4.8223
C22 5.8286 -0.9212 -3.8957
H53 8.3208 -2.9765 -6.0318
H54 8.0405 -3.2317 -4.2581
H55 10.3441 -2.5804 -3.8353
H56 10.5756 -2.3255 -5.5585
H57 10.3802 -4.0224 -4.7962
H58 5.0460 -0.2218 -4.1898
H59 6.3847 -0.5506 -3.0346
H60 5.4974 -1.9596 -3.8898
O24 -2.9668 -0.4193 7.7436
S7 -1.5394 -0.3849 7.3904
O25 -0.9180 0.6605 6.5310
O26 -0.6675 -0.5772 8.8414
C23 0.6833 -0.4503 8.8671
C24 1.0896 -0.4274 10.3569
C25 -1.1639 -2.0544 6.7315
H61 1.0327 0.5039 8.4727
H62 1.1776 -1.2510 8.3169
H63 1.9787 -1.0302 10.5421
H64 0.3836 -0.7777 11.1098
H65 1.2654 0.5898 10.7069
H66 -1.3655 -2.6711 7.6074
H67 -0.1503 -1.9681 6.3400
H68 -1.8220 -2.3668 5.9206
O27 -2.8930 -6.9401 -7.1447
S8 -2.1108 -6.2685 -6.1493
O28 -2.0155 -6.6654 -4.7370
O29 -0.5147 -6.0815 -6.6977
C26 0.4784 -5.3962 -5.9254
C27 1.8168 -6.1531 -6.0351
C28 -2.5195 -4.4489 -6.2805
H69 0.1352 -5.3612 -4.8914
H70 0.8411 -4.3773 -6.0610
H71 1.6937 -7.1206 -5.5485
H72 2.5901 -5.6864 -5.4250
H73 2.2272 -6.2059 -7.0435
H74 -1.6774 -3.8022 -6.0340
H75 -3.3095 -4.2536 -5.5553
H76 -2.8788 -4.2225 -7.2844

Mulliken atomic charge list, values in e, 99 entries: 0.964 -1.398 0.280 -0.616 -0.332 -0.778 -0.324 0.382 0.342 0.336 0.411 0.361 0.393 0.241 0.322 0.457 0.324 0.336 0.261 0.509 -0.539 -0.640 -0.559 -0.722 -0.582 1.170 -0.578 -0.333 -0.234 -1.021 -0.975 0.205 0.335 0.384 0.276 0.275 0.351 0.354 0.373 -0.593 1.107 -0.577 -0.300 -0.059 -1.249 -0.810 0.271 0.289 0.317 0.315 0.366 0.268 0.320 0.336 -0.574 1.087 -0.580 -0.321 -0.216 -1.183 -0.804 0.374 0.333 0.364 0.292 0.291 0.300 0.325 0.311 -0.600 1.111 -0.549 -0.310 -0.143 -1.246 -0.965 0.265 0.364 0.326 0.377 0.284 0.339 0.391 0.350 -0.550 1.055 -0.611 -0.266 -0.121 -1.292 -0.875 0.291 0.362 0.324 0.361 0.345 0.305 0.356 0.318

| no. | calculated total energy (eV) |
| --- | --- |
| 1 | -155510.8230 |
| 2 | -71444.5455 |
| 3 | -205528.7660 |